The following is a DFT calculation (ωB97M-V/def2-TZVPD) of C52H67N2O11P3V as an isolated structure.

For the largest force on an atom, the calculation gives 0.9 eV/Å. The calculation puts the energy above the lowest of the compared OMol25 structures with the same formula, charge and spin at 0.00 kcal per mole. As for the highest occupied orbital energy (spin up / spin down): -1.998 / -3.010 eV. The calculation puts the gap between HOMO and LUMO (spin up / spin down) at 5.7 / 6.7 eV. The value obtained for the LUMO energy (spin up / spin down) is 0.1352 / 0.1352 hartree.

Geometry as ORCA input:
```
! RIJCOSX wB97M-V def2-TZVPD def2/J DEFGRID3
* xyz -2 4
V 0.26278 -0.00090 -0.59323
P -1.60023 2.89762 -0.31201
P 1.45844 -2.02118 2.92965
P -2.77937 1.07759 -2.49014
O -1.90796 3.29655 1.17137
O -3.73679 3.55057 5.45035
O 1.87194 0.57836 -1.54774
O -3.40768 2.03680 -3.59838
O -1.38176 0.73296 -2.78719
O -4.05600 1.50755 6.36225
O -1.34811 -0.23219 0.47426
O -3.79092 -0.14378 -2.45654
O -3.45731 -0.36734 1.17511
O -0.28216 2.24967 -0.39423
O -1.67976 4.22792 -1.19928
N -0.53711 0.91396 2.76697
N 1.60988 -7.47322 -0.90885
C 2.67987 -0.16333 -4.24142
C 2.17028 -4.01972 -1.07597
C 5.89172 0.07214 -2.23512
C 4.11844 1.05764 -0.89590
C -0.20877 1.62282 3.83862
C 1.19588 -2.70896 7.01413
C -0.68675 6.29148 -1.83535
C 2.95624 1.49020 1.37811
C 1.40828 -6.33958 -0.84498
C -0.29757 -1.53963 5.00688
C -0.08234 4.12254 -3.00997
C -0.09512 -4.45984 -0.37172
C -2.56756 5.56720 1.68225
C 1.69895 -1.32961 -4.13676
C -3.31853 -1.48150 -2.07886
C 1.53030 -3.83195 2.57210
C -2.77481 -2.17446 -3.30925
C -5.77038 2.24805 -2.93642
C 4.06357 -1.97718 1.98836
C 5.11717 -0.48606 4.06530
C 3.14858 0.54800 -1.81201
C -1.12935 2.09096 4.76729
C -4.49923 -2.17752 -1.44444
C -0.78276 -1.54418 6.30864
C 1.67549 -2.69009 5.71573
C 3.60442 0.01688 -3.05106
C 4.95773 -0.25300 -3.20865
C -2.89237 4.09887 1.86394
C -3.00275 1.93354 -0.91432
C 0.93597 -2.09857 4.69259
C -1.82724 0.60646 2.63202
C -4.76062 2.14523 -4.06453
C 3.24775 -1.65802 3.07788
C -2.25226 -0.09463 1.35074
C -5.06770 1.02126 -5.03808
C -0.03171 -2.12908 7.31446
C -4.30834 3.74345 1.46995
C 5.91672 -0.81328 2.98025
C 3.76838 2.03531 0.20949
C 1.15675 -4.93154 -0.76614
C -2.47516 1.76180 4.62758
C 3.79391 -0.89938 4.11131
C 3.11136 3.28823 -0.38415
C 5.38206 -1.55855 1.93820
C -0.44091 4.80231 -1.70541
C 0.65227 -2.12704 -0.64806
C -3.55968 2.31588 5.55854
C 1.93484 1.12842 -4.57323
C 5.45819 0.77237 -1.11706
C -0.31608 -3.09399 -0.30906
C -2.81328 0.96399 3.54256
C 1.90414 -2.66166 -1.01048
H -2.35402 -3.13818 -3.01832
H 5.51683 0.11135 4.87614
H 2.70858 -1.98123 -1.27342
H 4.73748 2.33921 0.63083
H 3.14852 -4.38168 -1.37170
H -6.77269 2.31329 -3.36445
H 1.35154 1.00538 -5.49030
H -5.60506 3.14015 -2.33313
H -4.56094 4.11192 0.47189
H 6.94470 -0.47515 2.93788
H 3.17275 -0.60208 4.94683
H -0.39406 -2.12145 8.33491
H 0.93416 -1.12788 -3.38644
H -1.97844 -1.58552 -3.76117
H 1.78660 -3.16765 7.79882
H -1.51330 5.74644 1.88691
H -3.27330 1.18588 -0.16645
H -4.98557 4.20647 2.18810
H -2.79505 5.90195 0.66705
H 1.97108 1.12983 1.08667
H 0.84728 1.85851 3.94422
H -1.53566 6.47821 -2.49473
H 2.11987 3.04502 -0.75592
H -5.73785 1.37252 -2.28911
H -2.52821 -1.34384 -1.34223
H 2.79804 2.28422 2.11178
H 0.34359 4.60813 -0.96653
H -0.89437 6.74356 -0.86606
H -1.72489 -1.05798 6.52814
H 2.19857 -2.25666 -3.85600
H -5.13640 0.06627 -4.52119
H -0.86896 4.28217 -3.75028
H 0.04399 3.05238 -2.86529
H 0.19365 6.77369 -2.26238
H 1.24440 1.40011 -3.77487
H -1.28967 -2.75995 0.04133
H 3.70875 3.69062 -1.20678
H -5.33205 -2.22969 -2.14913
H -4.21136 -3.19445 -1.17301
H 2.63520 1.95290 -4.72401
H -2.74420 3.81860 2.91363
H 0.50724 -4.20894 2.56042
H -3.15532 6.15214 2.38944
H -0.87665 -5.16310 -0.10504
H -0.87748 -1.06275 4.23293
H -0.80675 2.72113 5.58632
H -4.28237 0.95221 -5.78935
H 0.85448 4.52999 -3.39447
H -6.01665 1.21912 -5.54030
H 2.10971 -4.37816 3.31899
H -4.74913 3.09539 -4.60990
H 3.48584 0.67795 1.86959
H 3.64846 -2.51160 1.14305
H 3.00620 4.06200 0.38097
H -3.84049 2.62335 -1.02948
H 6.18136 1.12828 -0.38901
H 1.94733 -4.00367 1.58073
H -4.46708 2.66617 1.51371
H 6.94060 -0.16042 -2.37264
H 3.35004 -0.36599 -5.08981
H 5.97950 -1.78688 1.06461
H 1.20118 -1.48483 -5.09861
H 5.28432 -0.70419 -4.14161
H -3.56746 -2.34088 -4.04415
H 2.64047 -3.13410 5.49583
H -3.83725 0.66130 3.37046
H -4.80599 -1.65733 -0.53740
*
```


The following is a DFT calculation (ωB97M-V/def2-TZVPD) of a 8-piece molecular cluster, C52H69NO23 overall at a distorted geometry.

For the largest force on an atom, the calculation gives 2.9 eV/Å. As for the highest occupied orbital energy: -7.929 eV. As for the SMILES: CCC1=CC(=O)c2ccc(Cc3ccc(C)cc3)c(CCCCN)c2C1=O.C[C@@H]1COC(=O)O1.C[C@@H]1COC(=O)O1.C[C@@H]1COC(=O)O1.C[C@@H]1COC(=O)O1.C[C@@H]1COC(=O)O1.C[C@@H]1COC(=O)O1.C[C@@H]1COC(=O)O1. The calculation puts the gap between HOMO and LUMO at 7.8 eV. The value obtained for the LUMO energy is -0.0055 hartree.

Geometry as ORCA input:
```
! RIJCOSX wB97M-V def2-TZVPD def2/J DEFGRID3
* xyz 0 1
O -4.34643 -3.07478 -4.71845
O 2.27962 -4.61676 2.87889
O 4.98246 -5.31720 6.49206
O 8.48230 -4.29052 7.28423
O -6.89939 1.14369 -0.57016
O 4.75804 -7.02618 7.92859
O 5.43322 3.37192 -3.13938
O 5.75469 -7.36493 5.92670
O -0.90822 7.10429 -3.72818
O 2.41706 -4.85427 0.65052
O -0.02437 -0.65366 -4.54346
O 0.07732 6.97624 -1.71455
O -1.67276 -2.72081 3.64721
O -2.31337 -3.50415 1.64318
O 6.90269 -3.77632 8.81483
O -8.87719 0.07335 -0.34314
O -8.82518 2.31782 -0.39133
O -1.46328 5.43642 -2.30877
O 8.89572 -4.62591 9.46211
O 6.74514 2.53871 -4.77962
O 1.95645 -2.82640 1.53920
O 4.72240 1.63612 -4.40241
O -1.42401 -4.91648 3.16925
N 1.26722 4.49762 -3.95209
C -0.19929 8.32511 -3.52445
C 4.28937 -3.42986 7.86091
C 2.29318 -6.02091 2.60206
C -1.77036 -3.82059 2.85216
C 10.39913 -5.36677 6.24695
C -3.69808 3.72122 -4.02773
C -3.63661 -0.81550 -4.12350
C -2.42931 -2.95868 -3.19820
C -11.11572 2.87499 0.19723
C -5.24705 3.44730 -1.85508
C -4.83189 1.37504 -4.20524
C -1.06267 -0.91884 -3.98286
C 5.19485 1.11648 -5.64888
C 4.79119 -0.32830 -5.83100
C -0.82664 6.40867 -2.55930
C -2.83920 -2.17807 1.76764
C -4.88814 -0.08158 -4.22841
C -5.00621 5.70484 -2.88385
C -0.00395 -4.12880 -1.74126
C -1.93693 -1.58966 2.81442
C 5.61565 2.59302 -4.02122
C -4.65252 4.26757 -2.91274
C -2.36196 -0.03901 -4.04650
C -3.60590 2.17316 -4.08649
C 0.81145 7.92903 -2.48512
C 4.43408 -5.82831 8.64047
C 3.06806 -6.78265 3.65106
C -10.16863 0.53650 0.05076
C -7.56239 5.85958 0.23303
C -10.19271 1.92314 -0.52735
C -1.23124 -2.23552 -3.14917
C 9.93579 -5.27521 8.72887
C -6.54781 5.37107 -0.83975
C 1.29300 9.07702 -1.62857
C 1.15877 2.48514 -2.36205
C -6.16768 3.95223 -0.84157
C 4.08463 -4.88790 7.52306
C -0.95279 2.18794 -3.94907
C 9.88239 -4.55550 7.41198
C -8.08353 1.17497 -0.44826
C -0.41265 2.36836 -2.47599
C 2.91849 -6.05651 1.23615
C -2.80605 -1.44736 0.44682
C -5.93391 6.22004 -1.86278
C 1.85627 3.17161 -3.60277
C -2.32224 1.42914 -4.02875
C 5.21610 -6.63976 6.70688
C 7.99113 -4.19003 8.54663
C -3.57664 -2.38763 -4.09150
C 0.02425 -2.64355 -2.26362
C 2.19352 -3.98678 1.67810
C 6.67750 1.32402 -5.52490
H -6.17155 7.31020 -1.88342
H 3.67198 -3.13322 8.71161
H -0.90781 9.08265 -3.17578
H 3.60224 -5.99313 9.32512
H 0.73385 4.37007 -4.81808
H 0.26270 8.66720 -4.45056
H -0.16714 1.70078 -4.58799
H 10.32367 -4.79173 5.32228
H 3.06163 -5.05209 7.16729
H -7.07163 6.44612 1.06001
H -3.47500 -1.92746 -0.27029
H -2.67407 4.17595 -3.80327
H 11.44301 -5.64746 6.39749
H -10.81015 3.00414 1.23805
H 1.67269 1.49219 -2.20640
H 7.18047 0.53881 -4.95284
H 1.76888 9.84782 -2.23753
H -12.14641 2.51717 0.17160
H -8.36236 6.52816 -0.20059
H -0.98995 -4.40297 -1.28618
H 1.41392 3.09858 -1.44776
H -0.78733 1.50486 -1.85752
H -11.07922 3.86325 -0.26532
H 7.16835 1.43185 -6.49189
H 2.01509 8.72183 -0.89098
H -10.95277 -0.10138 -0.35631
H 2.56652 -6.70881 4.61823
H -3.99344 4.16854 -5.02269
H 0.01764 -1.98692 -1.34019
H 5.34316 -3.22576 8.09229
H 9.80472 -6.27173 6.10298
H -2.41616 -0.79096 3.38006
H 2.93641 3.32580 -3.31735
H -10.22340 0.51948 1.14334
H 0.98996 -2.39340 -2.78818
H -3.87044 -2.25777 2.12736
H 4.76972 1.72892 -6.45106
H 1.25482 -6.36743 2.57635
H 10.40314 -3.59353 7.45996
H -0.98564 -1.22585 2.41516
H 0.46797 9.52456 -1.06979
H 4.02586 -2.80290 7.00545
H -10.43301 1.90743 -1.59540
H -0.86224 3.29855 -2.02844
H -5.87832 -0.58160 -4.32233
H 2.61347 -6.92888 0.65858
H 0.81224 -4.20351 -0.94879
H -5.02691 2.34920 -1.81749
H -6.63557 3.31307 -0.06375
H 1.84856 2.43757 -4.45649
H 5.31179 -5.51819 9.21115
H -5.79717 1.94184 -4.27455
H 4.01104 -6.00273 1.25366
H -8.10351 4.98294 0.69233
H 4.06871 -6.36537 3.78467
H 5.23418 -0.74784 -6.73601
H 9.69314 -6.33909 8.65376
H -4.60120 6.42762 -3.62966
H 3.15691 -7.83737 3.38549
H 3.70505 -0.41177 -5.90470
H 0.22827 -4.78634 -2.62803
H 5.09468 -0.93285 -4.97347
H -1.12546 3.19798 -4.42385
H -3.11831 -0.40921 0.57425
H 2.01926 5.14448 -4.21089
H 1.66532 7.41135 -2.93387
H -1.80964 -1.46549 -0.00047
H 10.89655 -5.16241 9.23030
H -2.56155 -3.88702 -2.58535
*
```


The following is a DFT calculation (ωB97M-V/def2-TZVPD) of C52H70AlBrCl3CsFILiN5O20 as an isolated structure at a distorted geometry.

For the largest force on an atom, the calculation gives 11.9 eV/Å. As for the highest occupied orbital energy: -11.548 eV. The calculation puts the gap between HOMO and LUMO at 3.3 eV. The value obtained for the LUMO energy is -0.3035 hartree.

Geometry as ORCA input:
```
! RIJCOSX wB97M-V def2-TZVPD def2/J DEFGRID3
* xyz 2 1
Cs 8.00319 0.71523 0.37358
I 6.48772 -2.83407 3.09800
Br 6.73112 -3.83319 5.45960
Cl 9.44750 -4.75256 -4.12253
Cl 6.88406 -5.99726 -3.51998
Cl 7.45285 -3.30223 -2.57278
Al 8.05366 -4.73707 3.64165
F -9.83720 4.12038 -5.91886
O -8.68255 4.01695 -4.00283
O 7.68597 -10.42057 3.84926
O 0.70351 -3.31289 -2.50977
O -3.85657 8.29579 2.89429
O -9.99744 8.10853 -1.58475
O 2.34123 2.06186 -1.14554
O 2.67334 -0.29318 -1.48140
O -6.59419 4.18901 -4.85089
O -4.19417 6.71073 1.33198
O 7.17336 -7.21479 -0.38967
O 9.35609 0.46512 2.01450
O -5.18571 11.16863 -1.29249
O 2.32555 -3.90307 3.08353
O 3.29122 -2.18317 1.69950
O -8.08650 9.03820 -2.07968
O -2.74960 6.29794 3.05760
O -8.38828 8.48416 -0.15986
O 1.05750 -3.07636 -0.41996
O 4.67137 -0.43567 2.92197
O -6.88261 3.74372 -2.62616
N -3.87679 11.47920 -3.09988
N 7.03569 0.11453 3.38238
N -0.08439 -4.68851 4.24947
N 1.21512 -3.84890 -1.53914
N -5.94566 10.59160 -3.33350
C 5.39125 -6.02340 3.20961
C 7.95939 -9.26092 0.45218
C 9.31865 -11.69011 0.20528
C -2.34268 3.57313 2.25000
C 8.23718 0.08415 2.67838
C 8.46574 -9.65996 -0.79073
C 1.01362 -4.37214 3.63661
C 6.06391 -0.71951 2.54050
C 8.80902 -11.29818 1.44397
C 6.67437 -7.58583 1.87519
C -3.52877 7.03299 2.48130
C -3.87526 3.27530 1.70500
C 6.79138 -8.43261 2.97641
C 7.26422 -7.96423 0.57587
C -3.38053 -4.58475 -0.62975
C -8.77576 4.64109 -5.26324
C -4.33089 0.49769 -3.68656
C 3.92884 0.24229 1.84646
C -5.01367 11.08513 -2.49833
C 2.06463 -2.95904 1.94633
C 6.19338 -8.08082 4.19358
C -7.49923 4.26402 -5.93405
C -4.71113 1.99986 -3.15840
C 5.98121 -6.37394 1.99432
C -3.12271 -0.24978 -2.87139
C 1.96805 0.78028 3.66763
C 7.54444 -9.69820 2.87029
C -3.98525 2.46157 -1.76488
C -3.30610 -3.06444 -1.25311
C -4.83393 1.86331 -0.47338
C -5.52284 7.90717 -0.29764
C -5.20190 7.69539 1.16954
C 9.13905 -10.87649 -0.91310
C 5.49066 -6.87924 4.30621
C -1.74008 2.37014 3.21526
C -0.08889 2.38894 2.95000
C 3.00247 -0.89484 1.05091
C 8.11752 -10.08581 1.56514
C -3.47637 -2.99159 -2.89015
C -3.98037 1.81418 0.92552
C 2.85064 1.38303 2.42069
C -3.85824 -4.39688 0.96029
C 3.54416 -0.98251 -0.49933
C -7.34822 3.96194 -3.73226
C 0.77594 1.78597 4.20672
C 3.10865 1.09496 -1.70875
C -8.88588 8.52072 -1.29112
C -2.72802 -1.69502 -3.56781
C 4.42768 1.55354 -2.60019
C -4.58406 8.88713 1.83407
C 8.14111 -4.89453 -2.93395
C 1.72121 -3.90111 0.64347
Li -4.90421 -0.55120 1.61528
H 4.53269 0.83984 -3.53048
H 3.47638 2.33311 2.72358
H -1.54798 -1.82344 -3.66952
H 2.75003 -4.25541 0.16314
H 4.85008 -5.08397 3.29908
H -2.83276 2.26802 -1.70997
H -3.14918 11.85693 -2.50716
H -7.55319 3.28910 -6.43005
H 2.73208 0.61488 4.56585
H 2.20243 1.68589 1.47238
H -3.88194 9.43165 1.19427
H -1.58381 3.85415 1.37355
H -4.13984 4.17677 0.97442
H 5.02265 -6.61050 5.25079
H 0.10440 1.25103 5.03447
H 8.33383 -9.02753 -1.66710
H -5.33300 9.58649 2.21965
H 3.56552 -2.12398 -0.83911
H -2.08934 1.29438 2.91129
H -3.79534 -3.25596 1.30046
H 8.94822 -11.94100 2.31141
H -7.17626 5.01144 -6.66375
H -4.11761 3.64614 -1.69848
H -4.64831 3.35570 2.61137
H 4.28293 2.65760 -2.97858
H -4.96403 -4.76779 1.10462
H -4.17771 -5.22532 -1.20327
H -2.37468 4.54681 2.93948
H -4.66424 8.31935 -0.83724
H -5.82247 10.51491 -4.32903
H -2.30268 -5.04161 -0.61446
H 1.15144 -2.30132 2.28995
H -4.55665 2.81883 -3.98192
H -6.81660 10.28350 -2.92133
H 0.15404 3.53121 2.70420
H 9.85141 -12.63391 0.11187
H 4.60492 0.77599 1.04368
H -4.60129 1.11365 1.66648
H -5.76855 6.95453 -0.77800
H -2.33553 -2.48770 -0.86860
H -3.71663 11.41836 -4.09116
H -4.61964 -3.09338 -3.21547
H 1.86719 -0.60823 0.99864
H -6.09600 7.34924 1.70261
H -5.88375 1.98703 -2.93348
H 6.26899 -8.74190 5.05548
H -3.12164 -1.63452 -4.68933
H -2.95027 -3.96712 -3.32886
H -3.98700 0.58281 -4.82366
H 1.50598 -0.27265 3.36510
H 0.98432 -4.78486 0.87129
H 5.89526 -5.70304 1.14116
H 1.30716 2.67585 4.75025
H 0.08478 1.71498 1.99273
H -8.91163 5.71976 -5.13081
H 4.63141 -0.57947 -0.66457
H -5.35141 0.82837 -0.75816
H -3.35692 -0.31247 -1.72671
H -3.17282 -4.99158 1.70046
H 8.55812 -5.30673 -2.01153
H -5.74615 2.61307 -0.29885
H -2.14879 0.42927 -2.97009
H -6.36955 8.59166 -0.41784
H 5.36770 1.47242 -1.86893
H -1.95776 2.53829 4.35615
H 6.29908 -0.59253 1.40060
H -4.22458 -2.46557 -0.78109
H -2.91839 1.32439 0.84431
H 9.52521 -11.18794 -1.88113
H -5.28411 -0.20084 -3.68656
*
```